{"formula": "C52H62FN11O4PS2", "method": "ωB97M-V with the def2-TZVPD basis set", "relative_energy_kj_mol": 0.0, "homo_energy_ev": -9.99, "homo_lumo_gap_ev": 4.77, "charge": 1, "e_tot_ha": -4159.28716, "species": ["N", "C", "C", "C", "C", "C", "C", "C", "S", "O", "O", "F", "C", "N", "N", "P", "O", "O", "S", "C", "C", "C", "C", "C", "N", "C", "C", "C", "C", "H", "H", "H", "H", "H", "H", "H", "H", "H", "H", "H", "H", "H", "H", "H", "H", "H", "H", "H", "H", "H", "H", "H", "H", "H", "H", "H", "N", "C", "C", "C", "C", "C", "H", "H", "H", "H", "H", "N", "C", "C", "C", "C", "C", "H", "H", "H", "H", "H", "N", "C", "C", "C", "C", "C", "H", "H", "H", "H", "H", "N", "C", "C", "C", "C", "C", "H", "H", "H", "H", "H", "N", "C", "C", "C", "C", "C", "H", "H", "H", "H", "H", "N", "C", "C", "C", "C", "C", "H", "H", "H", "H", "H", "N", "C", "C", "C", "C", "C", "H", "H", "H", "H", "H"], "coordinates": [[-2.166, -1.521, -2.125], [-2.889, -0.690, -1.158], [-2.002, 0.387, -0.514], [-1.209, -0.168, 0.671], [0.073, 0.616, 0.966], [-0.048, 1.603, 2.147], [1.270, 1.848, 2.812], [1.651, 1.174, 3.948], [0.524, -0.013, 4.660], [0.489, -1.137, 3.803], [-0.676, 0.615, 5.071], [1.271, -0.426, 5.949], [2.892, 1.379, 4.544], [3.729, 2.260, 4.080], [3.395, 2.908, 2.982], [4.733, 4.119, 2.555], [3.961, 5.492, 2.518], [5.055, 3.777, 1.056], [6.199, 4.046, 3.747], [2.246, 2.750, 2.286], [1.968, 3.476, 1.009], [2.545, 2.824, -0.295], [2.910, 1.349, -0.209], [3.784, 0.904, -1.406], [3.172, -0.200, -2.100], [3.271, -0.422, -3.449], [2.574, -1.548, -3.754], [2.023, -2.042, -2.550], [2.421, -1.207, -1.556], [-1.901, -0.953, -2.921], [-1.287, -1.841, -1.730], [-3.672, -0.171, -1.703], [-3.320, -1.329, -0.390], [-1.333, 0.751, -1.294], [-2.605, 1.234, -0.176], [-0.909, -1.191, 0.443], [-1.859, -0.189, 1.544], [0.907, -0.058, 1.161], [0.350, 1.182, 0.078], [-0.481, 2.555, 1.842], [-0.747, 1.196, 2.866], [3.192, 0.855, 5.438], [3.011, 5.447, 2.685], [5.810, 3.169, 1.021], [2.299, 4.509, 1.033], [0.891, 3.530, 0.907], [1.761, 2.926, -1.043], [3.372, 3.422, -0.651], [3.452, 1.100, 0.704], [2.007, 0.765, -0.293], [3.949, 1.729, -2.093], [4.770, 0.610, -1.035], [3.814, 0.208, -4.131], [2.446, -2.000, -4.718], [1.422, -2.918, -2.397], [2.230, -1.247, -0.498], [-3.989, 4.855, 6.698], [-3.488, 5.080, 7.910], [-2.458, 4.334, 8.466], [-1.922, 3.296, 7.722], [-2.434, 3.047, 6.458], [-3.464, 3.855, 5.997], [-3.937, 5.898, 8.461], [-2.091, 4.562, 9.457], [-1.119, 2.689, 8.122], [-2.047, 2.248, 5.844], [-3.894, 3.693, 5.014], [-4.889, 1.938, -2.941], [-5.396, 2.713, -1.984], [-6.746, 3.001, -1.858], [-7.626, 2.454, -2.779], [-7.114, 1.648, -3.783], [-5.747, 1.421, -3.820], [-4.678, 3.125, -1.281], [-7.101, 3.637, -1.059], [-8.685, 2.663, -2.715], [-7.762, 1.202, -4.526], [-5.311, 0.793, -4.590], [5.006, -3.883, 2.641], [3.796, -3.357, 2.791], [3.585, -2.033, 3.154], [4.688, -1.229, 3.380], [5.959, -1.764, 3.234], [6.065, -3.097, 2.857], [2.959, -4.023, 2.613], [2.588, -1.631, 3.259], [4.544, -0.197, 3.671], [6.846, -1.171, 3.407], [7.036, -3.568, 2.718], [8.675, -4.641, 1.575], [8.861, -5.950, 1.729], [9.951, -6.635, 1.213], [10.898, -5.922, 0.496], [10.717, -4.559, 0.325], [9.594, -3.970, 0.884], [8.096, -6.472, 2.293], [10.052, -7.699, 1.371], [11.762, -6.420, 0.076], [11.429, -3.964, -0.229], [9.417, -2.905, 0.773], [-10.052, 4.679, -3.177], [-11.368, 4.865, -3.095], [-12.083, 5.680, -3.958], [-11.394, 6.341, -4.962], [-10.024, 6.158, -5.060], [-9.404, 5.319, -4.147], [-11.871, 4.333, -2.295], [-13.152, 5.792, -3.845], [-11.916, 6.987, -5.656], [-9.446, 6.654, -5.828], [-8.334, 5.147, -4.193], [-0.534, -4.098, -0.301], [0.186, -5.197, -0.082], [-0.270, -6.479, -0.351], [-1.544, -6.628, -0.874], [-2.305, -5.495, -1.109], [-1.757, -4.257, -0.807], [1.178, -5.040, 0.327], [0.360, -7.335, -0.155], [-1.937, -7.612, -1.097], [-3.304, -5.564, -1.517], [-2.322, -3.348, -0.984], [0.089, -2.577, -5.648], [-0.381, -3.661, -5.035], [-1.251, -4.564, -5.626], [-1.660, -4.328, -6.929], [-1.182, -3.204, -7.581], [-0.313, -2.365, -6.900], [-0.043, -3.812, -4.015], [-1.598, -5.429, -5.077], [-2.339, -5.008, -7.426], [-1.475, -2.979, -8.598], [0.083, -1.476, -7.378]], "forces_ev_per_a": [[0.07, 0.19, 0.05], [0.48, 0.56, -0.45], [-0.22, -0.20, 0.33], [0.26, 0.14, -0.40], [-0.16, 0.26, 0.07], [-0.10, 0.08, -0.06], [0.27, 0.07, -0.08], [-0.27, -0.31, 0.41], [-1.10, -0.54, -0.33], [0.18, 0.02, -0.06], [0.31, 0.29, 0.17], [0.43, 0.19, 0.03], [-0.18, 0.15, 0.16], [0.17, -0.01, 0.03], [-0.48, 0.38, -0.67], [1.71, 0.54, 1.25], [-0.51, -0.46, -0.30], [-0.54, -0.24, -0.28], [-0.47, -0.19, -0.29], [-0.05, -0.29, 0.35], [0.15, 0.01, -0.37], [-0.37, -0.02, 0.16], [0.64, 0.18, -0.80], [0.09, -0.08, 0.70], [0.15, 0.34, -0.51], [0.04, -0.05, -0.31], [-0.17, -0.48, -0.14], [-0.08, -0.36, -0.02], [0.00, 0.30, 0.58], [-0.09, 0.02, -0.13], [0.06, -0.06, 0.01], [-0.30, -0.19, 0.04], [-0.21, -0.05, 0.10], [0.11, 0.10, -0.04], [-0.08, 0.09, -0.07], [-0.06, -0.18, 0.08], [0.01, -0.21, 0.15], [-0.09, -0.18, 0.16], [-0.17, -0.01, -0.01], [-0.07, 0.00, -0.11], [-0.03, -0.03, 0.14], [0.12, -0.03, 0.05], [-0.02, 0.30, 0.04], [0.11, 0.10, -0.15], [0.17, 0.09, 0.09], [-0.11, -0.03, 0.08], [-0.02, 0.05, -0.13], [0.26, 0.05, 0.10], [-0.16, -0.04, 0.24], [0.26, -0.04, 0.35], [-0.13, -0.01, -0.24], [0.07, -0.02, -0.04], [0.14, 0.29, 0.22], [-0.02, 0.12, -0.17], [-0.07, -0.12, -0.05], [0.00, -0.12, 0.08], [0.02, 0.00, 0.00], [-0.04, 0.03, 0.00], [0.01, -0.01, -0.01], [0.02, -0.01, 0.00], [-0.01, 0.08, 0.00], [-0.02, 0.02, -0.04], [0.02, 0.00, 0.03], [-0.01, 0.01, 0.01], [-0.01, -0.01, 0.01], [-0.06, 0.00, 0.03], [0.01, -0.04, 0.00], [0.02, -0.01, 0.06], [0.04, 0.00, 0.00], [0.02, 0.00, -0.01], [-0.04, -0.08, -0.01], [0.03, 0.03, 0.03], [0.05, -0.03, -0.04], [-0.03, 0.02, 0.02], [0.00, 0.01, 0.00], [0.00, 0.06, 0.00], [0.01, -0.01, -0.01], [-0.03, -0.01, -0.02], [0.04, 0.04, 0.03], [0.04, 0.00, -0.04], [-0.01, 0.17, 0.00], [0.06, -0.04, -0.06], [-0.11, -0.01, -0.02], [0.05, -0.13, 0.06], [-0.03, 0.03, 0.00], [-0.02, -0.22, -0.07], [0.23, 0.01, -0.02], [0.02, -0.01, 0.01], [-0.12, 0.10, -0.04], [0.14, -0.02, -0.03], [-0.08, 0.00, 0.04], [0.01, 0.02, -0.02], [0.02, -0.01, -0.01], [0.00, -0.02, 0.00], [-0.03, 0.02, 0.01], [0.02, -0.03, 0.00], [-0.01, -0.01, 0.01], [0.00, 0.00, 0.00], [0.00, 0.01, 0.00], [0.03, 0.00, -0.02], [-0.07, 0.01, -0.01], [0.01, -0.02, 0.04], [0.01, 0.01, -0.01], [-0.01, 0.01, -0.02], [-0.02, 0.00, 0.01], [0.07, -0.03, 0.03], [-0.03, 0.01, -0.01], [-0.01, -0.01, 0.01], [0.00, 0.00, 0.00], [0.02, 0.00, 0.00], [0.00, 0.01, -0.03], [-0.01, 0.10, -0.05], [0.08, 0.02, 0.00], [0.02, 0.02, 0.01], [-0.04, 0.00, -0.04], [0.07, -0.08, 0.02], [-0.17, 0.04, 0.17], [0.01, -0.04, -0.01], [0.02, 0.01, 0.01], [0.00, -0.01, 0.00], [-0.01, 0.03, 0.00], [-0.02, -0.34, 0.00], [-0.10, -0.08, -0.06], [0.03, 0.04, 0.05], [-0.01, 0.00, -0.02], [-0.02, -0.02, 0.00], [0.00, 0.00, 0.02], [0.03, 0.05, -0.01], [-0.03, -0.04, 0.02], [0.01, 0.01, 0.02], [0.00, 0.00, 0.00], [0.01, 0.01, -0.01], [-0.02, -0.01, -0.03]]}